210
Properties=species:S:1:pos:R:3:forces:R:3 method="wB97M-V/def2-TZVPD" charge=0 e_lumo_ev=0.2
O 0.48382 4.29232 -3.95854 -0.0844 1.0529 -0.1321
H 0.40340 3.50242 -4.49317 0.2682 -0.4897 -0.1749
H 0.97665 4.01118 -3.18763 0.0828 -0.4099 0.0548
O -1.08820 6.48296 0.61695 0.0103 -0.2903 -0.2048
H -0.80575 6.50391 1.53129 0.0763 -0.0664 0.3397
H -1.45580 7.35259 0.45935 -0.0681 0.2660 -0.1711
O 1.32645 1.66494 -4.82342 0.0290 -0.1961 -1.0476
H 0.65711 1.25059 -4.27888 0.0386 0.0916 0.1751
H 1.99204 1.96051 -4.20224 0.2814 0.2462 0.5134
O 3.30678 2.57576 -2.60986 0.2210 -0.1920 -0.7127
H 4.13863 2.85366 -2.99330 0.2827 -0.0051 -0.2637
H 3.15758 3.18887 -1.89009 -0.3429 -0.1386 0.4073
O -2.38183 3.97578 1.68977 0.8977 0.6830 0.5766
H -3.10571 3.49674 1.28636 -0.5867 -0.9884 -0.0515
H -2.19323 4.68645 1.07690 0.2736 0.4327 -0.0477
O 3.45197 -1.26753 -3.54934 0.4701 0.0129 0.1354
H 3.26044 -1.34742 -4.48377 0.0819 -0.0436 -0.3725
H 3.09718 -0.41309 -3.30383 -0.1749 0.3717 0.2030
C -2.34740 3.71042 -3.21006 0.4329 -0.2448 -0.1857
O -3.19876 3.00772 -2.30722 -0.2501 0.7267 0.3345
C -3.81132 3.83741 -1.29835 -0.2852 0.2481 -0.5941
C -4.77581 3.00573 -0.44305 1.7904 -0.3634 -0.6892
N -4.08566 2.18832 0.59439 -1.4556 -1.1373 -0.3194
C -3.40828 0.94581 0.14516 1.0251 0.7874 -0.7879
C -2.92745 0.11551 1.37388 -1.6514 0.1488 -1.7802
O -4.04477 -0.40143 2.16375 2.3416 0.7635 1.4791
C -5.01268 -1.19483 1.55214 -0.3708 1.4330 -1.3169
H -2.78278 4.22841 -4.06460 -1.0157 0.1555 0.2601
H -1.70967 2.98113 -3.70960 0.0877 -0.1832 0.4563
H -1.70573 4.43921 -2.71485 0.0221 -0.0978 0.2118
H -4.39766 4.62869 -1.76545 -0.3420 -0.0298 -0.4532
H -3.08429 4.42854 -0.74150 0.4848 -0.4365 0.2460
H -5.24397 2.38460 -1.20667 -0.6278 -0.2163 0.1652
H -5.47698 3.66937 0.06297 -0.0267 -0.1229 -0.0874
H -4.85678 1.73898 1.06722 -0.4061 0.5734 0.9540
H -2.57102 1.30105 -0.45559 0.6126 -0.2766 0.4185
H -3.93406 0.40418 -0.64116 -0.6840 -0.3659 0.2909
H -2.29123 0.84420 1.87619 -0.4267 -0.4102 1.0714
H -2.30822 -0.70805 1.01833 0.0350 -0.1658 -0.0171
H -5.36433 -0.51447 0.77655 -0.8497 -0.6618 -0.6705
H -5.84585 -1.35818 2.23569 0.3375 -0.1075 0.2087
H -4.69278 -2.12396 1.08047 0.3570 -0.1719 0.1842
C 2.23756 -7.29427 -1.42415 0.7706 0.2053 0.6267
O 1.50553 -6.42294 -2.24094 0.1538 -0.2804 0.8112
C 2.18148 -5.20473 -2.50895 -1.8910 0.6662 -1.7990
C 1.03857 -4.36264 -3.09348 0.7881 0.5114 -0.1405
N 1.46811 -3.21642 -3.92381 -1.7715 -1.1288 -0.6585
C 0.22258 -2.67310 -4.52057 0.8441 -0.1156 -0.2746
C 0.54701 -1.94774 -5.82947 0.4835 -0.0544 1.4908
O -0.61513 -1.50191 -6.43829 -0.5756 0.1481 -0.2777
C -0.26624 -0.81760 -7.61132 0.1671 -0.4912 -0.7987
H 3.19264 -7.55225 -1.88172 0.1024 -0.2697 -0.2222
H 1.70810 -8.20153 -1.13319 -0.3688 0.1065 -0.5744
H 2.49440 -6.81106 -0.48147 0.0228 0.2260 0.2635
H 2.83132 -5.33509 -3.37429 0.8370 -0.0770 0.4451
H 2.59612 -4.63197 -1.67942 0.4608 -0.7490 0.3582
H 0.35402 -4.09176 -2.28966 -0.1988 0.2527 0.3233
H 0.47737 -5.04219 -3.73486 0.0698 0.0508 -0.1206
H 1.97664 -2.46492 -3.48025 -0.0205 -0.2622 0.6459
H -0.31775 -2.06610 -3.79415 -0.0089 0.5773 -0.1648
H -0.48104 -3.48315 -4.71251 0.1905 -0.2309 -0.3150
H 1.17290 -2.55558 -6.48284 -0.2852 -0.6245 -0.1852
H 1.20318 -1.10282 -5.62051 0.1177 0.5230 0.2911
H 0.47698 -1.40972 -8.14527 0.2824 -0.1218 -0.1930
H 0.20674 0.14526 -7.41820 -0.3149 0.2868 0.0968
H -1.11251 -0.78715 -8.29761 -0.1911 0.4589 0.3582
C 0.13622 7.44115 -3.02914 0.5028 0.7637 0.9749
O 0.83197 8.06960 -1.92319 -0.3394 -0.7329 -0.2272
C 2.12128 7.45324 -1.76079 -0.8882 -0.1834 -0.9436
C 2.57709 7.80763 -0.36580 0.6739 -0.3973 -0.5208
N 2.70638 9.25869 -0.28040 -0.2599 -0.7092 0.3245
C 2.62292 9.76491 1.09847 0.5767 1.4603 -0.0872
C 3.13395 11.27229 1.18551 0.7154 -0.8838 0.1498
O 4.55659 11.42031 0.93284 0.6884 0.2645 1.0841
C 5.48372 11.41177 2.11356 -1.8116 -0.4958 -0.8056
H -0.03504 6.38484 -2.82181 0.2354 -0.0765 -0.1762
H 0.78231 7.60683 -3.89125 -0.4164 -0.3471 -0.4349
H -0.83995 7.91521 -3.13139 0.2049 0.2110 -0.1127
H 2.70451 7.71865 -2.64255 0.7022 0.6043 0.3119
H 2.00050 6.38009 -1.90864 -0.0561 -0.4095 0.5304
H 3.50188 7.29505 -0.10097 0.0162 -0.1016 0.1102
H 1.72385 7.43130 0.19851 0.0618 -0.1835 0.8070
H 1.81116 9.37759 -0.73266 -0.2293 1.8156 -0.0974
H 3.20715 9.17274 1.80283 0.2650 -0.2183 -0.2486
H 1.59423 9.70161 1.45327 -0.2717 0.2349 0.2411
H 2.92040 11.77987 2.12618 -0.2231 -0.4845 0.4528
H 2.57548 11.86258 0.45903 0.3787 -0.0704 -0.4494
H 5.14652 12.04118 2.93711 -0.4696 0.1953 -0.1166
H 6.48557 11.76971 1.87632 -0.2898 -0.1440 -0.7368
H 5.53292 10.39218 2.49583 0.1863 -0.0812 -0.0136
C 1.83882 -1.69425 -0.60815 1.3583 0.8798 -1.6247
O 1.31457 -0.85721 -1.68360 -0.4578 -0.2720 2.0032
C -0.05178 -0.60432 -1.48831 -1.5908 -0.2040 -3.0133
C -0.42951 0.56899 -2.42153 -0.8077 0.0164 0.8476
N 0.34218 1.74592 -2.12371 0.7022 0.7675 0.7740
C -0.18985 2.53585 -0.99929 1.4690 0.0766 0.4039
C 0.88653 3.58593 -0.52651 -0.9628 0.1534 0.1274
O 2.13169 2.96738 -0.25415 -0.1871 -1.0808 -0.9244
C 3.12292 3.72498 0.35375 0.0683 0.4247 1.8800
H 2.07331 -2.71246 -0.91859 -0.5159 -0.1163 -0.3576
H 1.23565 -1.73512 0.29882 0.1304 0.5134 -0.0062
H 2.80634 -1.19249 -0.59232 0.2254 -0.4222 1.3955
H -0.50271 -0.41913 -0.51339 0.9059 -0.0309 0.5796
H -0.52876 -1.48085 -1.92681 -0.7796 -0.1978 0.4866
H -1.46948 0.87009 -2.29538 -0.3248 -0.4646 0.0197
H -0.34336 0.30177 -3.47475 0.0932 -0.5006 -0.0136
H 1.20766 1.37569 -1.75769 0.7354 0.1943 -0.2911
H -0.34842 1.90060 -0.12784 -0.2530 -0.1663 0.2845
H -1.15263 2.95992 -1.28445 0.3370 0.3318 0.2351
H 0.57501 4.09370 0.38630 -0.4978 -0.0823 0.1532
H 0.99439 4.39113 -1.25323 0.1906 0.0723 -0.3564
H 4.04214 3.15941 0.50626 0.0502 -0.2525 -0.9424
H 2.88188 3.89763 1.40265 -0.5431 0.3509 0.3186
H 3.31094 4.71496 -0.06182 0.0230 0.0066 -0.5508
C -1.62110 -3.58998 1.81418 0.5699 1.1724 0.4861
O -1.83447 -4.81725 1.30453 -1.1729 -3.2359 -0.5197
C -3.04520 -5.44180 1.73653 -0.8133 -1.3339 -1.7495
C -2.91779 -6.98836 1.40425 -0.1536 2.9790 2.3844
N -1.84193 -7.32776 2.32095 1.0937 -2.7294 -1.6250
C -1.25030 -8.68211 1.92876 0.2305 0.9915 2.6322
C -2.23706 -9.76755 2.21459 0.1628 -1.9250 -1.2413
O -3.01490 -10.20136 1.09492 -1.4553 0.9411 0.5538
C -2.44638 -10.82133 -0.03609 -1.0914 -0.6717 0.5957
H -1.63858 -3.65166 2.90229 -0.1985 0.5599 0.2242
H -2.37700 -2.91987 1.40471 0.1014 0.6958 0.3224
H -0.60617 -3.34357 1.50226 -0.0757 0.6350 0.0553
H -3.90474 -5.09261 1.16439 -0.0535 0.5785 -0.3012
H -3.32955 -5.29573 2.77860 0.6896 0.0897 0.3092
H -2.79507 -7.07234 0.32444 0.2412 -0.4968 -0.0055
H -3.80051 -7.46742 1.82781 -0.3134 -0.1376 -0.7961
H -1.17621 -6.56919 2.28227 0.5495 -0.3109 -0.1951
H -0.56118 -8.99841 2.71181 0.7447 0.9072 0.1797
H -0.66372 -8.79736 1.01730 -0.5047 0.3600 -0.4734
H -2.80637 -9.55802 3.12017 -0.9586 0.7124 -0.6755
H -1.75027 -10.65699 2.61464 0.8202 -0.3671 -0.4142
H -3.27789 -11.15843 -0.65501 -0.4362 0.8264 -0.2490
H -2.14237 -11.83473 0.22598 1.5126 0.1478 0.1826
H -1.81790 -10.16650 -0.63966 0.4858 -0.3469 0.2210
C -3.44301 -3.06728 -1.96458 -0.7869 0.6436 1.2976
O -3.37292 -1.65342 -2.31891 0.6187 -2.2993 -0.3401
C -3.33760 -1.48109 -3.71517 -2.0087 0.3729 -1.6981
C -4.81885 -1.58975 -4.29772 1.5971 1.0537 0.7018
N -5.55173 -0.52565 -3.64190 -1.6879 -0.2322 -0.7659
C -6.97323 -0.46557 -4.12575 0.4258 1.0176 1.9085
C -7.92289 -1.59026 -3.60295 1.0136 -0.0412 -0.6164
O -7.80265 -1.87072 -2.21248 1.2911 1.3131 -0.7341
C -8.60332 -2.94139 -1.85723 0.2104 -0.2105 0.8115
H -3.28906 -3.07614 -0.88554 0.9792 -0.1588 -0.0373
H -2.84884 -3.78660 -2.52818 0.7119 0.6123 -0.0225
H -4.42795 -3.53390 -1.94831 -0.7606 0.5947 -0.8227
H -2.70920 -2.09889 -4.35668 0.4169 -0.8544 0.7894
H -2.94560 -0.48479 -3.91966 -0.4037 0.2685 0.2065
H -5.29743 -2.55159 -4.11351 0.3690 -0.4810 -0.0935
H -4.80827 -1.37831 -5.36696 0.1314 -0.1787 -0.1123
H -5.56928 -0.76910 -2.66183 -0.0961 0.2137 0.3256
H -6.96142 -0.29509 -5.20227 -0.1576 -0.8402 -0.1471
H -7.33109 0.50451 -3.78081 -0.2553 0.0339 0.3614
H -7.60617 -2.48025 -4.14673 -0.3930 -0.4437 -0.1547
H -8.97784 -1.38441 -3.78407 -0.0586 0.1831 -0.4877
H -8.45719 -3.06351 -0.78400 -0.5362 0.1546 0.1319
H -8.24913 -3.88955 -2.26175 -0.1861 -0.1197 -0.6174
H -9.62734 -2.69668 -2.13937 -0.3233 -0.5372 0.2033
C 0.75009 0.26577 2.74278 -0.1724 0.6994 -0.2123
O 0.71759 -1.04914 3.21732 0.6548 -0.5592 0.8497
C 0.18809 -1.17347 4.53306 -0.8332 -1.0323 0.4360
C 0.30856 -2.61341 5.04719 -0.3962 0.1739 0.4106
N 1.67437 -3.04805 5.20236 0.9355 -0.7712 -0.3375
C 1.81750 -4.53206 5.16536 0.5213 0.8328 -0.0819
C 3.20111 -5.00385 5.63760 -2.3625 -0.1611 0.3901
O 4.10478 -4.61176 4.69341 2.1935 0.9661 -0.4669
C 5.47356 -4.54799 5.16330 -1.2850 -0.1004 -0.0348
H 0.32611 0.29255 1.73897 0.1101 -0.0402 -0.1796
H 1.75906 0.67760 2.72111 0.2171 -0.0968 -0.0350
H 0.15077 0.94981 3.34361 -0.1606 -0.0321 0.1847
H -0.86468 -0.91068 4.42957 -0.2925 -0.0328 0.4100
H 0.59207 -0.57847 5.35212 0.7054 0.7676 -0.5785
H -0.36190 -3.24814 4.46780 0.3241 -0.4052 -0.4488
H -0.03528 -2.71093 6.07693 -0.9044 0.6172 0.0171
H 2.23556 -2.62692 4.47585 0.2495 -0.2401 -0.2166
H 1.68374 -4.85425 4.13270 -0.3596 -0.4844 -0.0510
H 1.08488 -4.96272 5.84793 -0.2424 -0.0431 -0.2175
H 3.20684 -6.08971 5.73244 -0.1016 -0.3687 0.0441
H 3.24927 -4.60865 6.65229 0.9568 0.4663 0.1357
H 5.68801 -5.44419 5.74548 0.2839 -0.2336 -0.2040
H 5.58479 -3.70401 5.84405 0.1022 0.2126 -0.0683
H 6.11017 -4.44076 4.28504 -0.0117 -0.0832 0.2062
C 2.61630 4.72519 4.44243 0.0471 -0.7166 0.4469
O 3.43876 3.55862 4.64772 0.2678 1.0931 -0.6337
C 4.78989 3.69442 4.19203 0.1226 -2.2405 0.0701
C 5.45605 2.25866 4.09459 -2.2252 1.6352 1.8192
N 5.23422 1.49846 5.39967 1.8663 0.9866 -2.0176
C 5.63855 0.10405 5.34708 -1.9497 0.7693 -0.9811
C 4.77889 -0.75463 4.31941 1.9514 -0.8589 1.0575
O 5.18791 -0.65852 2.96322 -1.1701 0.5161 -1.3120
C 4.33934 -1.48813 2.10383 -0.4707 -0.0446 1.8756
H 2.73718 5.49633 5.20324 0.4833 0.0127 0.1921
H 1.58541 4.38832 4.55144 0.0060 -0.0746 -0.2664
H 2.76674 5.19142 3.46873 0.0673 -0.1624 -0.1911
H 5.41832 4.30429 4.84106 -0.2972 0.3001 0.1953
H 4.87578 4.01711 3.15444 -0.4135 0.7042 -0.0834
H 6.46054 2.58863 3.82962 0.6813 -0.8616 0.6991
H 5.06773 1.79605 3.18723 -0.2601 -0.5302 0.2817
H 4.40190 1.66145 5.94810 -0.1560 0.3488 -0.8263
H 5.37173 -0.23591 6.34775 0.4173 -0.6937 -0.0445
H 6.71391 0.09832 5.16908 -0.0407 -0.6044 -0.1068
H 3.71081 -0.62196 4.49175 -0.1559 0.5011 -0.1975
H 5.00022 -1.78782 4.58704 -0.2630 -0.4258 0.3497
H 3.38386 -1.64949 2.60294 -0.1067 -0.2463 0.6290
H 4.79561 -2.47526 2.02977 0.0812 0.0929 -0.5785
H 3.90149 -1.07200 1.19651 1.4223 0.5249 -0.3541